{
  "formula": "C2H8N2O2",
  "method": "ωB97M-V/def2-TZVPD",
  "smiles": "NCNC=O.O",
  "e_above_lowest_kcal_mol": 17.47,
  "charge": 0,
  "gap_ev": 10.6,
  "elements": ["N", "C", "N", "C", "O", "H", "H", "H", "H", "H", "H", "O", "H", "H"],
  "xyz": [[-0.5801, 0.7777, -1.0537], [0.7075, 0.0824, -0.8408], [0.7700, -0.3217, 0.5314], [1.2714, 0.4764, 1.5103], [1.8647, 1.5058, 1.2716], [-0.7415, 1.0261, -2.0136], [-0.4878, 1.6147, -0.4943], [1.5091, 0.7817, -1.0635], [0.8422, -0.7987, -1.4610], [0.0756, -0.9992, 0.7717], [1.0258, 0.0666, 2.4982], [-1.9424, -1.3388, 0.3871], [-2.3785, -2.1661, 0.3130], [-1.9360, -0.7068, -0.3564]]
}